Entry 1:
{"formula": "C40H60NO22", "method": "ωB97M-V/def2-TZVPD", "lumo_energy_ha": -0.1602, "fmax_ha_per_bohr": 0.031, "orbital_gap_ha": 0.2817, "mol_weight_da": 906.905, "total_energy_ha": -3270.0879, "total_charge": 1, "elements": ["C", "C", "O", "O", "C", "C", "C", "C", "C", "C", "C", "C", "C", "C", "N", "C", "C", "C", "C", "O", "O", "H", "H", "H", "H", "H", "H", "H", "H", "H", "H", "H", "H", "H", "H", "H", "H", "H", "H", "H", "H", "H", "H", "H", "H", "C", "C", "C", "O", "C", "O", "O", "H", "H", "H", "H", "H", "H", "C", "C", "C", "O", "C", "O", "O", "H", "H", "H", "H", "H", "H", "C", "C", "C", "O", "C", "O", "O", "H", "H", "H", "H", "H", "H", "C", "C", "C", "O", "C", "O", "O", "H", "H", "H", "H", "H", "H", "C", "C", "C", "O", "C", "O", "O", "H", "H", "H", "H", "H", "H", "C", "C", "C", "O", "C", "O", "O", "H", "H", "H", "H", "H", "H"], "positions_angstrom": [[-4.89, 2.19, 2.09], [-4.45, 1.10, 3.06], [-4.50, 1.22, 4.26], [-3.92, -0.06, 2.52], [-4.99, -0.95, 2.10], [-4.36, -2.34, 1.92], [-3.95, -2.54, 0.44], [-2.40, -2.68, 0.24], [-1.73, -1.36, -0.22], [-1.17, -1.44, -1.68], [0.27, -0.87, -1.67], [0.74, -0.34, -3.04], [-0.03, 0.87, -3.50], [-1.12, 0.80, -4.31], [-1.77, 1.89, -4.73], [-1.36, 3.11, -4.39], [-0.29, 3.29, -3.57], [0.38, 2.15, -3.13], [1.59, 2.34, -2.23], [2.69, 2.32, -2.68], [1.30, 2.53, -0.90], [-5.72, 2.72, 2.54], [-4.03, 2.85, 1.92], [-5.14, 1.78, 1.10], [-5.80, -0.93, 2.85], [-5.40, -0.53, 1.17], [-3.48, -2.34, 2.58], [-5.03, -3.13, 2.25], [-4.41, -3.47, 0.06], [-4.29, -1.73, -0.22], [-2.23, -3.51, -0.45], [-1.97, -2.96, 1.21], [-0.90, -1.19, 0.47], [-2.40, -0.50, -0.14], [-1.82, -0.96, -2.42], [-1.08, -2.50, -1.91], [0.43, -0.16, -0.84], [0.93, -1.72, -1.43], [1.79, -0.04, -2.95], [0.63, -1.14, -3.78], [-1.51, -0.16, -4.65], [-2.58, 1.83, -5.33], [-1.88, 3.99, -4.77], [0.04, 4.28, -3.30], [0.85, 3.39, -0.83], [2.42, -3.98, -7.45], [1.01, -4.13, -6.93], [0.08, -3.01, -7.32], [-0.89, -3.05, -6.26], [-0.26, -3.55, -5.17], [-0.71, -3.55, -4.07], [0.96, -4.04, -5.50], [2.46, -4.16, -8.52], [2.81, -2.99, -7.25], [3.08, -4.69, -6.95], [0.61, -5.10, -7.22], [-0.40, -3.17, -8.29], [0.56, -2.03, -7.32], [-1.91, -2.26, 6.29], [-1.94, -3.64, 5.68], [-0.67, -4.43, 5.87], [-0.72, -5.33, 4.74], [-1.42, -4.71, 3.77], [-1.51, -5.08, 2.64], [-2.02, -3.58, 4.24], [-1.96, -2.32, 7.38], [-1.01, -1.72, 6.01], [-2.76, -1.67, 5.93], [-2.81, -4.19, 6.04], [-0.65, -4.99, 6.80], [0.23, -3.83, 5.78], [5.39, 3.58, -4.49], [5.91, 4.89, -5.01], [5.67, 6.06, -4.10], [5.66, 7.16, -5.02], [5.24, 6.67, -6.22], [4.95, 7.33, -7.16], [5.21, 5.31, -6.20], [6.00, 3.22, -3.66], [4.36, 3.67, -4.15], [5.39, 2.82, -5.28], [6.97, 4.80, -5.27], [6.45, 6.19, -3.35], [4.70, 6.02, -3.60], [-3.04, -9.20, 7.18], [-1.82, -8.38, 6.84], [-0.51, -9.13, 6.94], [0.42, -8.06, 7.19], [-0.27, -7.08, 7.82], [0.23, -6.13, 8.33], [-1.61, -7.32, 7.79], [-3.25, -9.93, 6.40], [-2.91, -9.73, 8.13], [-3.91, -8.55, 7.30], [-1.93, -7.93, 5.85], [-0.25, -9.66, 6.03], [-0.48, -9.82, 7.79], [4.65, 3.93, 2.44], [4.82, 4.43, 1.03], [4.23, 3.54, -0.04], [5.02, 3.88, -1.18], [6.24, 4.29, -0.71], [7.19, 4.46, -1.40], [6.21, 4.45, 0.63], [3.61, 4.02, 2.75], [4.95, 2.88, 2.52], [5.28, 4.49, 3.12], [4.44, 5.45, 0.95], [3.19, 3.75, -0.24], [4.36, 2.48, 0.17], [-2.47, 7.58, 1.54], [-1.67, 6.63, 0.69], [-2.00, 5.17, 0.89], [-0.76, 4.54, 0.50], [0.23, 5.44, 0.75], [1.39, 5.17, 0.71], [-0.28, 6.65, 1.03], [-3.51, 7.63, 1.20], [-2.47, 7.26, 2.59], [-2.04, 8.58, 1.51], [-1.76, 6.91, -0.37], [-2.82, 4.82, 0.28], [-2.20, 4.91, 1.94]]}

Entry 2:
{"formula": "C11H27BiClIO2P2", "method": "ωB97M-V/def2-TZVPD", "lumo_energy_ha": [-0.3681, -0.3529], "fmax_ha_per_bohr": 0.131, "orbital_gap_ha": [0.1538, 0.1738], "mol_weight_da": 624.620, "total_energy_ha": -2240.4233, "relative_energy_kcal_mol": 48.1, "total_charge": 2, "elements": ["C", "C", "H", "H", "H", "O", "I", "Bi", "P", "C", "C", "H", "H", "H", "H", "H", "H", "C", "H", "H", "H", "P", "C", "C", "H", "H", "H", "C", "H", "H", "H", "H", "H", "H", "Cl", "C", "C", "C", "O", "H", "H", "H", "H", "H", "H"], "positions_angstrom": [[0.01, 1.15, -4.89], [0.02, 1.39, -3.42], [0.00, 2.19, -5.39], [-0.88, 0.50, -5.14], [0.89, 0.50, -5.16], [0.05, 2.26, -2.61], [0.07, -2.22, -3.17], [0.00, -0.46, -1.06], [2.82, -0.21, -0.35], [3.25, 1.19, 0.74], [3.50, -1.65, 0.56], [4.59, -1.54, 0.64], [5.02, -0.41, -1.40], [3.25, -2.58, 0.02], [3.69, -0.77, -2.53], [2.47, 1.34, 1.50], [3.04, -1.72, 1.56], [4.01, -0.11, -1.72], [4.22, 1.02, 1.23], [4.05, 0.91, -2.12], [3.30, 2.13, 0.17], [-2.78, -0.15, -0.34], [-3.22, 1.33, 0.64], [-3.96, -0.16, -1.71], [-3.21, -2.48, 0.27], [-4.47, -1.39, 0.95], [-2.83, -1.49, 1.67], [-3.40, -1.51, 0.74], [-3.60, -0.86, -2.48], [-4.97, -0.46, -1.39], [-4.21, 1.20, 1.12], [-3.25, 2.23, 0.01], [-4.00, 0.84, -2.17], [-2.45, 1.52, 1.41], [-0.10, -2.66, 0.19], [-1.11, 0.79, 3.71], [-0.02, 0.38, 2.76], [0.94, -0.63, 3.32], [-0.02, 0.75, 1.56], [-0.81, 0.74, 4.76], [-1.88, 0.04, 3.54], [-1.49, 1.78, 3.52], [0.75, -1.62, 2.87], [2.01, -0.41, 3.20], [0.70, -0.67, 4.38]]}

Entry 3:
{"formula": "C5H6N2S", "method": "ωB97M-V/def2-TZVPD", "lumo_energy_ha": [-0.0038, -0.1223], "fmax_ha_per_bohr": 0.110, "orbital_gap_ha": [0.1451, 0.2064], "mol_weight_da": 126.184, "total_energy_ha": -701.4907, "relative_energy_kcal_mol": 111.2, "multiplicity": 3, "elements": ["C", "C", "C", "C", "C", "N", "N", "S", "H", "H", "H", "H", "H", "H"], "positions_angstrom": [[-1.88, 1.06, 0.53], [-2.95, 0.64, -0.14], [-0.84, -0.65, -0.71], [2.67, 0.14, -0.25], [2.21, -1.21, -0.04], [-0.76, 0.31, 0.26], [1.94, 0.00, 0.76], [-2.49, -0.62, -1.21], [-1.66, 1.84, 1.22], [-3.87, 1.12, -0.01], [3.24, 0.77, -0.89], [0.13, 0.33, 0.76], [1.33, -1.68, -0.72], [2.94, -2.03, 0.43]]}

Entry 4:
{"formula": "C6H12O", "method": "ωB97M-V/def2-TZVPD", "lumo_energy_ha": 0.0356, "fmax_ha_per_bohr": 0.012, "orbital_gap_ha": 0.3862, "mol_weight_da": 100.161, "total_energy_ha": -311.0086, "relative_energy_kcal_mol": 31.8, "smiles": "C[C@H]1OCC1(C)C", "elements": ["C", "C", "O", "C", "C", "C", "C", "H", "H", "H", "H", "H", "H", "H", "H", "H", "H", "H", "H"], "positions_angstrom": [[1.73, 0.21, -1.32], [1.12, 0.28, 0.07], [0.83, 1.66, 0.38], [-0.58, 1.44, 0.17], [-0.38, -0.10, 0.23], [-0.84, -0.50, 1.63], [-0.93, -1.18, -0.70], [2.66, 0.79, -1.32], [1.96, -0.81, -1.64], [1.06, 0.66, -2.06], [1.80, -0.16, 0.81], [-0.95, 1.87, -0.76], [-1.14, 1.88, 1.01], [-0.74, -1.59, 1.77], [-1.90, -0.26, 1.69], [-0.31, 0.06, 2.40], [-0.73, -2.12, -0.15], [-0.47, -1.23, -1.69], [-2.01, -1.15, -0.82]]}

Entry 5:
{"formula": "CH3FIP", "method": "ωB97M-V/def2-TZVPD", "lumo_energy_ha": [0.0223, -0.1370], "fmax_ha_per_bohr": 0.084, "orbital_gap_ha": [0.2169, 0.2305], "mol_weight_da": 191.911, "total_energy_ha": -778.6501, "relative_energy_kcal_mol": 27.0, "multiplicity": 3, "elements": ["C", "F", "P", "I", "H", "H", "H"], "positions_angstrom": [[0.38, -0.56, -0.35], [-2.09, 0.53, 0.09], [-0.61, 1.20, -0.08], [2.44, -0.20, 0.08], [-0.02, -1.30, 0.34], [0.28, -0.86, -1.38], [-0.36, 1.18, 1.31]]}

Question: What is the formula in the fifth record?
Answer: CH3FIP

Question: Which formula does entry 2 have?
Answer: C11H27BiClIO2P2